{"formula": "C17H20BClN6W", "method": "the ωB97M-V functional and the def2-TZVPD basis", "species": ["H", "C", "H", "H", "C", "H", "N", "N", "H", "C", "N", "C", "C", "C", "H", "C", "H", "N", "H", "B", "H", "N", "H", "C", "C", "H", "H", "H", "C", "N", "H", "C", "W", "C", "C", "H", "C", "H", "Cl", "C", "H", "H", "C", "H", "H", "C"], "positions_angstrom": [[3.501, -2.299, -3.208], [2.536, -2.041, -0.132], [-1.144, 2.676, 5.106], [4.237, -3.235, -0.815], [1.684, -0.018, 2.817], [-2.984, -1.794, -0.902], [-1.135, -1.113, -1.676], [1.104, 1.070, -2.651], [2.558, -2.197, 0.954], [-2.243, 0.779, 5.067], [1.616, -1.282, -0.786], [1.450, 3.307, -2.554], [-2.487, -0.236, 2.884], [-2.706, -0.280, 4.265], [-1.016, -1.898, -4.805], [0.936, 2.882, -1.324], [1.413, 0.706, 3.647], [0.711, 1.523, -1.379], [-3.217, -1.144, 4.691], [0.969, -0.482, -3.069], [2.778, -0.214, 2.802], [-0.474, -1.162, -2.916], [1.749, 4.323, -2.809], [-1.304, -1.787, -3.770], [1.518, 2.146, -3.354], [-3.321, -2.797, -3.472], [1.841, 1.995, -4.377], [1.331, -0.586, -4.194], [-2.355, -1.739, -1.788], [1.938, -1.307, -2.140], [-1.370, 2.070, 0.634], [-2.482, -2.208, -3.103], [-0.232, 0.066, -0.349], [-1.316, 1.886, 3.122], [-1.714, 1.018, 0.806], [1.203, -0.992, 2.984], [-1.542, 1.854, 4.503], [-2.668, 0.728, 0.299], [-2.854, -1.601, 1.891], [-1.892, 0.899, 2.300], [1.337, 0.327, 1.753], [0.724, 3.396, -0.393], [3.025, -2.089, -2.287], [-2.406, 0.749, 6.145], [-0.729, 2.680, 2.645], [3.432, -2.580, -1.063]], "charge": 2, "homo_lumo_gap_ev": [5.70, 6.52], "homo_ev": [-14.63, -14.63], "spin_multiplicity": 3}

{"formula": "C8H13OS", "method": "the ωB97M-V functional and the def2-TZVPD basis", "species": ["H", "H", "H", "C", "H", "O", "H", "H", "H", "S", "C", "H", "H", "H", "C", "H", "C", "C", "C", "C", "C", "H", "H"], "positions_angstrom": [[0.394, 1.463, -1.979], [-3.667, -1.513, 2.071], [-1.468, -0.152, -2.508], [-0.305, 0.050, -0.334], [1.422, 0.263, -2.508], [-0.817, -0.404, 0.801], [-2.750, 0.004, 2.517], [-1.988, -1.738, 2.641], [2.070, 1.768, -1.870], [-2.861, -0.828, -0.649], [1.920, -0.944, -0.251], [2.782, -0.667, -0.804], [1.359, -1.792, -0.595], [2.384, 1.632, 0.417], [-1.545, -0.249, -1.468], [0.718, 2.289, 0.735], [-2.111, -0.760, 0.836], [1.295, 0.993, -1.821], [1.098, 0.348, -0.456], [-2.692, -1.042, 2.191], [1.329, 1.389, 0.626], [1.278, 0.912, 1.640], [2.156, -1.023, 0.767]], "charge": 1, "homo_lumo_gap_ev": [8.83, 8.83], "homo_ev": [-13.13, -13.13], "spin_multiplicity": 1, "de_lowest_kj_mol": 125.98}

{"formula": "C16H76O22", "method": "the ωB97M-V functional and the def2-TZVPD basis", "species": ["H", "H", "H", "H", "H", "C", "O", "H", "O", "O", "H", "C", "H", "H", "H", "O", "C", "H", "H", "H", "H", "H", "O", "C", "C", "O", "C", "H", "H", "O", "H", "O", "H", "H", "C", "H", "H", "H", "H", "H", "H", "C", "H", "H", "H", "H", "H", "H", "H", "H", "H", "H", "H", "O", "O", "H", "H", "H", "C", "H", "O", "O", "H", "H", "H", "H", "H", "H", "H", "H", "H", "H", "C", "H", "H", "O", "O", "H", "C", "H", "H", "O", "H", "H", "H", "C", "H", "H", "H", "H", "H", "O", "H", "O", "H", "H", "O", "H", "H", "C", "H", "H", "H", "H", "C", "O", "O", "C", "H", "H", "H", "O", "C", "O"], "positions_angstrom": [[-2.103, 4.345, 1.940], [-0.920, -2.908, 4.643], [-2.885, -1.037, 5.192], [-3.415, -2.808, 5.008], [-1.961, 2.211, 3.080], [-3.873, -4.360, 0.815], [-0.136, -1.826, -0.296], [-0.149, 0.297, 0.082], [3.298, 3.126, 3.335], [0.553, -0.670, -3.333], [0.566, -2.019, -0.918], [4.908, -0.639, 0.349], [-2.469, 4.070, 0.230], [3.687, 5.189, -0.791], [3.128, 6.647, 0.109], [2.222, 1.508, -1.189], [2.920, -3.814, -2.849], [0.312, 4.897, -3.317], [-4.576, 5.268, -0.576], [4.305, -0.326, -0.504], [1.340, 4.434, 2.380], [2.535, -1.865, -2.556], [2.577, 0.400, -5.094], [-1.645, -3.515, -3.826], [-1.647, -2.524, 3.927], [-3.161, 0.735, 0.347], [0.566, -5.485, 1.403], [-1.085, 1.396, 0.539], [1.808, 3.775, 0.052], [-3.742, -0.267, -2.117], [-0.099, -6.322, 1.616], [-1.115, -2.329, -4.371], [1.739, -5.485, -2.970], [-4.152, -1.117, -2.282], [2.844, 5.678, -0.301], [-1.396, -3.639, 2.335], [-3.070, 4.664, -2.083], [2.532, -5.314, -1.348], [1.825, 1.668, -0.333], [2.044, 3.442, -3.401], [2.536, 1.066, 1.899], [-1.638, 1.249, 3.478], [3.369, 1.636, 4.826], [-0.119, 5.576, 1.157], [0.198, 4.056, -2.063], [1.037, -4.406, -1.899], [1.337, 1.493, 3.163], [-4.530, 3.843, -1.084], [2.144, 5.803, -1.127], [5.730, 0.065, 0.474], [2.038, 0.164, -4.339], [-2.514, -3.796, -4.421], [2.617, -3.582, -3.870], [-1.999, -3.600, 3.080], [-0.904, 1.733, -4.301], [2.847, 2.423, -2.621], [-0.972, 0.460, 5.084], [-0.337, -2.670, 0.108], [-1.711, 4.429, 0.927], [-1.212, -1.601, 3.544], [-2.225, 4.633, -2.531], [-4.432, 4.751, -1.369], [-3.389, 0.529, -0.563], [-3.963, -5.476, -0.799], [-0.615, 2.498, -3.803], [-0.011, -1.431, -3.472], [-0.450, -4.874, -0.149], [3.920, -4.247, -2.835], [3.263, 0.961, -4.733], [-1.203, -2.362, -5.327], [-2.405, 0.484, 3.355], [-0.005, 0.082, -3.533], [2.340, 4.545, 0.611], [0.832, -4.118, 3.233], [-1.833, 5.490, -2.362], [-0.172, 1.228, 0.305], [-0.922, 5.604, 0.632], [2.253, -4.462, 2.310], [-4.260, 1.127, 1.125], [-4.136, 2.162, 1.442], [4.372, 1.366, 3.335], [2.986, -2.571, -2.088], [1.481, 1.339, -1.770], [-2.071, -3.229, -2.864], [-0.981, -4.379, -3.834], [3.449, 1.772, 3.748], [-4.518, -4.321, 1.692], [1.424, -5.643, 3.322], [-3.180, -0.120, -2.877], [4.383, -2.400, -0.151], [-0.346, 1.729, -5.079], [-0.014, -4.453, 0.596], [-4.394, 0.574, 2.055], [2.804, 2.864, -3.470], [-5.185, 1.313, 0.579], [2.260, 0.119, 3.393], [-4.576, -4.884, -0.357], [-0.891, 3.717, 1.020], [1.340, -5.890, 0.752], [2.343, 1.120, 2.970], [4.126, 3.598, 3.446], [4.213, -0.366, 1.143], [-3.670, -1.639, 3.772], [-0.816, 0.962, 2.822], [1.275, -4.864, 2.574], [-1.371, 1.286, 4.800], [0.590, 4.064, -2.937], [-2.969, -1.921, 4.559], [-3.501, -3.359, 0.596], [-3.017, -5.022, 0.950], [3.148, 4.045, 1.146], [1.484, 5.055, 1.662], [2.015, -4.807, -2.162], [5.192, -2.003, 0.181]], "homo_lumo_gap_ev": 9.41, "homo_ev": -9.59, "spin_multiplicity": 1, "de_lowest_kj_mol": 0.00}

Ordered total energy results: -1539.8553 -785.6894 -2310.2489; unit Ha.